(1)
The following is a quantum chemistry calculation of a 12-piece molecular cluster, C25H73O12S11 overall in a non-equilibrium geometry, from the Open Molecules 2025 dataset.

total charge: -1
frontier orbital gap: 4.71 eV
E_LUMO: 1.7 eV

Each line ends with the Mulliken charge.
Cartesian coordinates (Å):
H -37.801 -7.790 -11.177  0.31
C -38.181 -7.746 -12.198  -1.31
C -42.558 -3.928 -13.574  -0.32
C -42.277 1.806 -10.144  0.00
H -41.427 -3.493 -17.194  0.30
H -39.989 4.580 -9.324  0.35
C -43.557 -9.960 -14.416  -1.11
O -45.773 1.587 -10.086  -0.70
S -43.541 -8.096 -14.241  0.60
H -48.557 -6.507 -10.041  0.37
C -47.881 -4.008 -14.970  -0.95
S -39.304 -6.295 -12.467  0.77
O -43.084 -7.658 -12.849  -0.55
H -43.295 -2.726 -9.038  0.00
C -45.770 -2.054 -14.854  -0.85
H -40.216 -8.541 -8.274  0.35
H -37.153 2.136 -11.891  0.34
H -42.280 -6.077 -8.963  0.55
H -39.622 -3.030 -14.496  -0.21
H -38.454 -3.956 -19.795  0.31
H -40.189 -4.010 -19.936  0.39
H -39.099 -2.759 -16.181  0.24
C -40.644 -1.420 -6.775  -1.06
H -38.319 2.811 -13.045  0.38
H -42.535 -10.277 -14.209  0.33
H -37.250 1.564 -13.623  0.25
H -43.061 -1.335 -8.018  0.56
H -41.358 -4.926 -9.975  -0.11
O -47.291 -6.003 -12.683  -0.63
S -41.343 -2.938 -7.496  0.47
C -41.318 -5.871 -9.433  -0.42
H -43.366 1.846 -10.142  0.17
H -40.143 -5.923 -14.744  -0.21
H -47.164 -4.801 -15.178  0.23
C -36.218 -2.147 -15.737  -0.91
H -39.719 -1.635 -6.241  0.36
H -41.756 -3.734 -14.286  -0.16
H -45.531 -6.785 -14.336  -0.13
H -41.914 1.178 -10.957  -0.27
S -39.577 -4.876 -17.773  0.70
S -47.182 -2.698 -13.842  0.67
H -38.995 -1.488 -15.034  0.07
H -42.324 -4.909 -13.161  -0.06
H -44.819 -0.753 -11.454  -0.25
C -47.468 -6.471 -10.020  -1.14
H -47.087 -7.492 -10.049  0.31
C -41.377 -4.526 -17.539  -0.84
H -44.522 -5.316 -12.168  -0.31
H -43.794 -10.290 -15.427  0.38
C -40.265 1.274 -13.771  -1.17
C -39.684 -6.734 -14.179  -0.66
H -46.429 -0.461 -11.982  0.47
C -38.869 -2.566 -15.134  -0.04
H -38.772 -6.968 -14.730  0.48
H -48.081 0.450 -8.641  0.35
H -48.685 -4.468 -14.395  0.34
H -48.053 0.558 -10.414  0.31
H -41.923 -4.520 -18.482  0.48
H -39.619 -2.734 -19.085  0.36
H -41.314 -1.128 -5.966  0.43
H -38.687 -8.686 -12.415  0.38
H -47.141 -5.999 -9.094  0.38
H -48.322 -3.537 -15.849  0.40
S -45.920 0.118 -9.669  0.63
C -45.082 -5.531 -11.258  -0.45
C -39.445 -7.853 -8.620  -0.70
S -41.661 3.439 -10.443  0.41
C -39.378 -3.786 -19.243  -1.12
O -38.487 -4.991 -12.339  -0.54
C -47.675 0.009 -9.552  -1.00
O -38.780 -0.718 -12.587  -0.44
H -37.375 -7.670 -12.928  0.41
C -37.794 1.904 -12.742  -1.06
H -45.778 -8.349 -13.583  0.32
C -42.517 -1.466 -13.103  0.30
H -45.628 -8.151 -15.431  0.46
O -39.568 -6.341 -18.254  -0.74
H -46.193 -1.775 -15.818  0.47
C -45.313 -7.849 -14.432  -0.62
H -35.155 -2.379 -15.668  0.33
S -39.766 -6.052 -8.432  0.46
H -39.301 3.162 -10.281  0.03
O -36.980 -2.877 -13.215  -0.52
H -41.953 1.472 -9.159  0.23
C -45.859 -0.924 -11.176  -0.44
H -46.149 -1.960 -11.002  0.33
H -44.879 -2.681 -14.893  0.12
H -44.263 -10.344 -13.680  0.31
H -45.439 -1.038 -14.638  0.35
H -47.891 -1.058 -9.601  0.29
H -41.773 -5.133 -16.725  0.12
H -42.373 -0.643 -12.403  -0.43
C -40.078 3.533 -9.613  -0.64
H -40.314 -7.622 -14.122  0.26
H -40.026 2.966 -8.683  0.31
H -43.539 -1.398 -13.475  -0.48
O -48.077 -1.464 -13.775  -0.71
H -39.349 -8.064 -9.685  -0.09
O -40.100 -3.330 -8.291  -0.52
O -41.442 3.662 -11.895  -0.60
C -42.376 -2.815 -12.434  1.84
S -39.199 0.726 -12.297  0.50
S -46.938 -5.289 -11.366  0.57
H -40.446 -0.553 -7.405  0.20
S -37.218 -3.235 -14.687  0.54
H -44.711 -5.113 -10.321  0.45
H -38.451 -8.058 -8.222  0.35
H -36.556 -2.020 -16.766  0.31
H -43.253 -2.899 -11.792  -0.62
H -39.781 0.841 -14.646  0.50
H -45.021 -6.601 -11.060  0.44
H -40.392 2.355 -13.817  0.49
H -41.813 -1.408 -13.933  -0.01
C -42.528 -2.109 -8.570  -0.59
H -36.291 -1.153 -15.296  0.15
O -41.139 -2.989 -11.795  -0.78
H -41.274 0.865 -13.822  0.14
H -43.533 -3.887 -14.060  -0.12
H -42.065 -1.534 -9.371  0.14
O -38.685 -5.457 -9.328  -0.49
H -41.281 -6.467 -10.345  0.17

***

(2)
The following is a quantum chemistry calculation of one molecule with the formula C4H6N2O2 in a non-equilibrium geometry, from the Open Molecules 2025 dataset.

total charge: 0
structure (SMILES): C=C(C(N)=O)C(N)=O
frontier orbital gap: 10.07 eV
E_LUMO: 0.1 eV

Each line ends with the Mulliken charge.
Cartesian coordinates (Å):
O -2.107 -1.017 0.015  -0.59
H -0.831 1.897 -0.479  0.21
H 0.419 1.782 0.609  0.27
C 1.426 -0.108 -0.029  0.59
O 2.563 -0.543 -0.334  -0.63
H -0.850 -2.560 0.164  0.37
C 0.152 -0.788 0.050  0.24
C -1.291 -0.120 -0.144  0.56
C 0.121 -2.088 0.157  -0.92
N -1.631 1.260 -0.147  -0.45
H -2.430 1.662 -0.351  0.22
H 2.107 1.882 0.316  0.20
N 1.293 1.259 0.262  -0.44
H 1.059 -2.518 -0.090  0.37

***

(3)
The following is a quantum chemistry calculation of an isolated ion of composition C6H9F2N2S2 and charge +1 in a non-equilibrium geometry, from the Open Molecules 2025 dataset.

total charge: +1
structure (SMILES): N[C@@]1(F)C(S)=CC(F)=C(S)[C@@H]1[NH3+]
frontier orbital gap: 7.91 eV
E_LUMO: -4.0 eV

Each line ends with the Mulliken charge.
Cartesian coordinates (Å):
H 2.807 -2.625 0.811  0.19
H 0.650 -3.008 0.057  0.48
C 0.921 0.346 -0.240  1.00
C -1.132 -1.630 -0.118  0.24
C 0.287 -2.044 -0.016  -0.63
C -1.584 -0.357 0.027  -0.14
N 1.792 1.462 0.223  -0.64
C -0.411 0.747 0.364  -0.36
C 1.230 -1.085 -0.093  0.09
H -1.620 2.537 -0.133  0.35
H 2.239 1.144 1.103  0.32
H 0.124 2.653 -0.241  0.41
S -3.276 0.105 0.001  -0.28
S 2.924 -1.458 0.151  -0.21
H -3.798 -1.039 0.608  0.21
H -0.493 0.765 1.381  0.37
H -1.035 1.812 -1.258  0.35
N -0.783 1.968 -0.317  -0.35
H 2.426 1.705 -0.492  0.25
F -2.052 -2.607 -0.177  -0.29
F 0.784 0.608 -1.644  -0.37

***

(4)
The following is a quantum chemistry calculation of CH10O6 as an isolated structure in a non-equilibrium geometry, from the Open Molecules 2025 dataset.

total charge: 0
frontier orbital gap: 10.64 eV
E_LUMO: 0.1 eV

Each line ends with the Mulliken charge.
Cartesian coordinates (Å):
H 0.333 0.272 0.244  0.37
C -1.704 0.449 0.210  0.13
H 0.945 1.662 3.077  0.28
O 1.433 -0.074 -0.154  -0.62
H -0.149 0.546 2.827  0.40
O 0.637 0.965 -2.372  -0.72
O -1.603 0.109 -0.983  -0.69
H 0.855 -2.629 -1.163  0.35
O -0.645 0.384 0.949  -0.51
H -0.079 0.343 -2.054  0.40
O 0.239 1.153 3.486  -0.63
O 0.180 -2.509 -0.384  -0.68
H -0.635 -2.550 -0.896  0.32
H 0.113 1.769 -2.345  0.34
H 1.324 0.262 -1.118  0.48
H 1.318 -1.036 -0.052  0.40
H -2.563 0.886 0.728  0.39

***

(5)
The following is a quantum chemistry calculation of C13H10Cl2I2MnNO2S as an isolated structure, from the Open Molecules 2025 dataset.

total charge: +2
<S²>: 6.115
frontier orbital gap (alpha / beta): 4.26 / 5.48 eV
spin multiplicity: 5
E_LUMO (alpha / beta): -9.4 / -8.2 eV

Each line ends with the Löwdin spin population.
Cartesian coordinates (Å):
H 6.488 0.867 3.588  0.00
H -4.421 -1.363 -5.325  0.00
C -3.644 -1.261 -4.576  0.01
H 5.185 -1.254 3.892  0.00
I -4.400 1.329 1.584  -0.05
C 4.891 1.781 2.430  0.00
I -1.098 1.017 2.550  -0.04
H -3.406 1.096 4.039  0.00
C -3.961 -0.688 -3.357  0.00
C -1.672 -1.006 -2.676  0.01
C -1.362 -1.590 -3.930  0.01
C 3.635 1.614 1.895  0.00
H 5.417 2.715 2.277  0.00
H 3.160 2.394 1.319  0.00
Cl -2.029 -2.411 -6.401  0.00
Mn -2.305 0.328 0.236  3.96
H -3.058 2.749 3.386  0.00
H -0.358 -1.934 -4.137  0.00
C -0.661 -0.892 -1.720  0.02
C -2.977 -0.552 -2.390  0.00
C 5.501 0.757 3.167  0.00
C 4.810 -0.404 3.341  0.00
H 0.347 -1.243 -1.941  0.00
S 1.404 0.035 1.402  -0.01
C -2.348 -1.712 -4.867  0.01
C -3.064 1.682 3.194  0.01
Cl -5.557 -0.146 -3.033  0.00
H 3.068 -1.404 2.937  0.00
O -0.798 -0.394 -0.557  0.02
C 2.939 0.414 2.077  0.00
N 3.573 -0.535 2.809  0.00
O -3.297 0.009 -1.213  0.05

***

(6)
The following is a quantum chemistry calculation of a 3-piece molecular cluster, C4H12O2 overall in a non-equilibrium geometry, from the Open Molecules 2025 dataset.

total charge: 0
structure (SMILES): C/C=C/C.O.O
frontier orbital gap: 10.01 eV
E_LUMO: 0.9 eV

Each line ends with the Mulliken charge.
Cartesian coordinates (Å):
C -0.829 -1.063 1.260  -1.07
H 1.334 -2.112 0.447  0.30
H -1.883 -0.631 1.389  0.28
C 0.255 0.271 -0.553  0.26
H 2.140 1.379 -0.988  0.39
H -0.384 -0.231 -1.301  0.47
H -1.895 1.604 -0.830  0.29
H -0.481 -1.359 2.245  0.36
H -3.145 1.238 -1.433  0.30
H 2.465 -1.663 1.096  0.31
O -2.705 1.390 -0.632  -0.58
C 0.183 -0.025 0.739  -0.68
H 0.975 2.342 -0.327  0.32
H 0.833 1.728 -2.007  0.36
H -0.800 -1.946 0.555  0.31
H 0.521 0.568 1.572  0.38
C 1.064 1.457 -1.002  -1.38
O 2.241 -1.984 0.246  -0.61

***

(7)
The following is a quantum chemistry calculation of C13H30N4O7Pt as an isolated structure in a non-equilibrium geometry, from the Open Molecules 2025 dataset.

total charge: 0
<S²>: 2.102
frontier orbital gap (alpha / beta): 5.44 / 5.81 eV
spin multiplicity: 3
E_LUMO (alpha / beta): -0.5 / -1.7 eV

Each line ends with the Löwdin spin population.
Cartesian coordinates (Å):
H -1.803 -0.667 -3.292  0.00
O -1.969 0.265 1.480  0.05
C 1.308 -2.218 -0.823  0.09
H 1.439 4.346 -0.338  0.00
H -2.504 2.280 2.459  0.00
C -0.988 2.242 0.941  0.00
H -0.496 0.912 3.663  0.00
O -0.618 -0.987 -4.045  0.00
N -1.198 0.944 0.650  0.14
H -2.074 -0.694 1.026  0.00
H 1.365 4.105 1.423  0.00
C 0.149 2.773 0.285  0.09
O -1.983 -1.879 0.281  0.27
H 2.543 0.573 3.443  0.00
N -0.861 -1.643 -0.289  0.24
H 0.407 -1.593 3.594  0.00
C -0.458 -4.046 -0.281  0.00
H -0.507 -4.273 0.794  0.00
H 3.395 -1.683 2.907  0.00
O 2.631 -0.376 -0.535  0.35
N 1.476 -0.878 -0.681  0.24
O 1.226 -0.368 2.149  0.00
H 3.382 -2.681 -0.753  0.00
N 0.787 1.857 -0.450  0.08
H -1.455 -4.215 -0.705  0.00
H 2.308 -4.079 -1.062  0.00
C 1.233 -1.613 2.867  0.00
C 0.520 1.019 4.057  0.00
H -1.082 3.300 2.797  0.00
O 0.849 0.497 -2.648  -0.01
H 0.644 2.035 4.445  0.00
H -2.265 3.817 1.594  0.00
H -1.934 1.104 -2.891  0.00
H 0.996 -2.375 2.116  0.00
C 0.002 -2.657 -0.516  0.01
H 0.004 4.868 0.584  0.00
H 1.651 1.602 2.303  0.00
H 0.760 1.432 -2.913  0.00
C 2.471 -3.017 -1.260  0.02
H 2.580 -2.984 3.797  0.00
C -1.921 0.083 -2.488  -0.02
H -2.819 -0.067 -1.880  0.00
H 0.650 0.327 4.898  0.00
H -0.714 -0.824 -4.988  0.00
C -1.754 2.936 2.006  0.00
C 2.544 -1.920 3.553  0.00
H 2.625 -2.901 -2.345  0.00
H 2.474 1.185 -0.783  0.00
H 2.636 -1.362 4.491  0.00
O 2.053 2.117 -0.802  0.00
C 0.774 4.094 0.496  0.02
H 0.234 -4.760 -0.739  0.00
Pt -0.220 0.211 -0.990  0.41
H 0.083 -0.341 -3.625  0.00
C 1.553 0.753 2.991  0.00

***

(8)
The following is a quantum chemistry calculation of one molecule with the formula C7H10S in a non-equilibrium geometry, from the Open Molecules 2025 dataset.

total charge: 0
structure (SMILES): CC1(C=S)CC=CC1
frontier orbital gap: 8.55 eV
E_LUMO: 0.0 eV

Each line ends with the Mulliken charge.
Cartesian coordinates (Å):
C -0.284 -0.408 1.249  -0.79
H -2.345 -1.326 -1.280  0.47
C -1.340 -1.224 0.580  -0.30
S 2.872 -0.887 -0.116  -0.22
H 0.359 2.364 0.543  0.45
C -1.607 -0.866 -0.668  -0.55
H 1.613 1.987 -0.623  0.37
H 1.014 -1.518 -1.322  0.25
H -0.763 0.391 1.899  0.28
H -1.789 -2.060 1.079  0.43
C 1.357 -0.776 -0.583  -0.44
C -0.816 0.337 -1.016  -0.95
H 0.425 -0.951 1.906  0.33
C 0.377 0.252 -0.049  1.45
H 1.806 1.452 1.064  0.40
C 1.036 1.584 0.241  -1.84
H -1.380 1.251 -0.808  0.33
H -0.535 0.398 -2.096  0.34

***

Number 1: DFT total energy -170852.7984 eV. Number 2: DFT total energy -11319.0455 eV. Number 3: DFT total energy -36445.0387 eV. Number 4: DFT total energy -13484.0222 eV. Number 5: DFT total energy -102614.0272 eV. Number 6: DFT total energy -8435.7891 eV. Number 7: DFT total energy -37495.0074 eV. Number 8: DFT total energy -18255.0963 eV.